Entry 1:
The following is a DFT calculation (ωB97M-V with the def2-TZVPD basis set) of a 2-piece molecular cluster, H3IO3P overall in a non-equilibrium geometry.

CARTESIAN COORDINATES (ANGSTROEM)
H: -1.451 -0.903 0.332
O: 0.634 1.580 0.880
P: -0.035 0.641 -0.124
I: -0.761 1.993 -2.130
O: -1.359 0.066 0.622
H: 1.504 -2.924 -0.994
H: 0.322 1.691 1.804
O: 1.145 -2.146 -0.391

The value obtained for the energy above the lowest of the compared OMol25 structures with the same formula, charge and spin is 112.86 kcal per mole. Its total charge is +1. As for the largest force on an atom: 2.70 eV Å⁻¹. The calculation puts the frontier orbital gap (spin up / spin down) at 6.88 / 8.69 eV. As for the total energy: -866.21016 hartree. The calculation puts the LUMO energy (spin up / spin down) at -8.1539 / -6.1942 eV.

Partial charges, natural (NBO), in e: atom 1 (H): 0.55, atom 2 (O): -0.97, atom 3 (P): 1.63, atom 4 (I): 0.17, atom 5 (O): -0.95, atom 6 (H): 0.46, atom 7 (H): 0.57, atom 8 (O): -0.45

Entry 2:
The following is a DFT calculation (ωB97M-V with the def2-TZVPD basis set) of a 2-piece molecular cluster, H3IO3P overall in a non-equilibrium geometry.

CARTESIAN COORDINATES (ANGSTROEM)
H: 1.846 1.213 0.135
H: -1.331 -1.548 -1.636
I: -4.166 0.064 -0.031
O: -0.947 0.658 0.888
H: 2.497 0.974 1.390
O: -1.187 -0.686 -1.249
P: -1.670 -0.238 0.095
O: 1.606 0.473 0.989

The value obtained for the energy above the lowest of the compared OMol25 structures with the same formula, charge and spin is 86.09 kcal per mole. Its total charge is +1. As for the largest force on an atom: 8.54 eV Å⁻¹. As for the multiplicity: 3. The calculation puts the frontier orbital gap (spin up / spin down) at 9.11 / 4.33 eV. As for the total energy: -866.15940 hartree. The calculation puts the LUMO energy (spin up / spin down) at -4.7466 / -9.6627 eV. As for the expectation value of S²: 2.0087.

Partial charges, natural (NBO), in e: atom 1 (H): 0.46, atom 2 (H): 0.57, atom 3 (I): 0.54, atom 4 (O): -0.89, atom 5 (H): 0.48, atom 6 (O): -0.98, atom 7 (P): 1.75, atom 8 (O): -0.93

Entry 3:
The following is a DFT calculation (ωB97M-V with the def2-TZVPD basis set) of H3N2O2 as an isolated structure in a non-equilibrium geometry.

CARTESIAN COORDINATES (ANGSTROEM)
O: -1.440 0.326 -0.528
H: 2.700 -0.155 -0.807
H: 2.002 -0.223 -0.460
H: -0.829 0.803 1.216
N: -1.394 1.235 0.463
N: -0.842 -0.870 -0.477
O: -0.197 -1.115 0.594

The value obtained for the energy above the lowest of the compared OMol25 structures with the same formula, charge and spin is 10.72 kcal per mole. Its total charge is -1. As for the largest force on an atom: 2.08 eV Å⁻¹. The calculation puts the frontier orbital gap (spin up / spin down) at 7.77 / 7.36 eV. As for the total energy: -261.61571 hartree. The calculation puts the LUMO energy (spin up / spin down) at 5.3683 / 5.3733 eV.

Partial charges, natural (NBO), in e: atom 1 (O): -0.18, atom 2 (H): -0.07, atom 3 (H): 0.06, atom 4 (H): 0.29, atom 5 (N): -0.65, atom 6 (N): 0.15, atom 7 (O): -0.59

Entry 4:
The following is a DFT calculation (ωB97M-V with the def2-TZVPD basis set) of a single H3N2O2P molecule in a non-equilibrium geometry.

CARTESIAN COORDINATES (ANGSTROEM)
N: 0.093 1.387 0.264
P: -0.467 0.013 1.020
H: -1.762 -0.134 0.434
N: 0.159 -1.148 -0.289
O: -0.080 -2.329 -0.093
H: 0.048 1.280 -0.716
H: 1.006 1.748 0.426
O: 1.002 -0.818 -1.046

The value obtained for the energy above the lowest of the compared OMol25 structures with the same formula, charge and spin is 73.18 kcal per mole. As for the largest force on an atom: 3.22 eV Å⁻¹. Its SMILES is NP[N+](=O)[O-]. The calculation puts the frontier orbital gap at 10.70 eV. As for the total energy: -603.04542 hartree. The calculation puts the LUMO energy at 0.1835 eV.

Partial charges, natural (NBO), in e: atom 1 (N): -1.14, atom 2 (P): 0.88, atom 3 (H): -0.05, atom 4 (N): 0.31, atom 5 (O): -0.41, atom 6 (H): 0.39, atom 7 (H): 0.41, atom 8 (O): -0.38

Entry 5:
The following is a DFT calculation (ωB97M-V with the def2-TZVPD basis set) of a 2-piece molecular cluster, H3N2O2P overall in a non-equilibrium geometry.

CARTESIAN COORDINATES (ANGSTROEM)
N: 0.747 0.606 0.987
H: 0.490 -1.415 0.450
H: -1.669 0.069 -1.285
N: -1.041 -0.578 -1.483
O: 0.475 1.679 0.524
H: -0.261 -0.059 -1.868
O: 1.732 0.406 1.697
P: -0.475 -0.709 0.977

The value obtained for the energy above the lowest of the compared OMol25 structures with the same formula, charge and spin is 145.37 kcal per mole. As for the largest force on an atom: 5.99 eV Å⁻¹. The calculation puts the frontier orbital gap (spin up / spin down) at 8.75 / 8.41 eV. As for the total energy: -602.93037 hartree. The calculation puts the LUMO energy (spin up / spin down) at -1.7369 / -1.5714 eV.

Partial charges, natural (NBO), in e: atom 1 (N): 0.28, atom 2 (H): -0.06, atom 3 (H): 0.31, atom 4 (N): -0.84, atom 5 (O): -0.36, atom 6 (H): 0.33, atom 7 (O): -0.39, atom 8 (P): 0.71

Entry 6:
The following is a DFT calculation (ωB97M-V with the def2-TZVPD basis set) of H3N2O2P as an isolated structure in a non-equilibrium geometry.

CARTESIAN COORDINATES (ANGSTROEM)
O: 0.862 1.204 0.217
N: -1.376 -0.115 0.470
P: -0.123 -1.174 -0.016
O: 2.242 -0.293 -0.466
H: -0.142 -0.534 -1.709
N: 1.228 0.105 -0.016
H: -1.311 0.834 0.049
H: -1.380 -0.028 1.472

The value obtained for the energy above the lowest of the compared OMol25 structures with the same formula, charge and spin is 97.40 kcal per mole. As for the largest force on an atom: 4.10 eV Å⁻¹. The calculation puts the frontier orbital gap at 9.89 eV. As for the total energy: -603.00683 hartree. The calculation puts the LUMO energy at -0.3518 eV.

Partial charges, natural (NBO), in e: atom 1 (O): -0.40, atom 2 (N): -1.15, atom 3 (P): 0.83, atom 4 (O): -0.38, atom 5 (H): -0.03, atom 6 (N): 0.34, atom 7 (H): 0.41, atom 8 (H): 0.39